The following is a quantum chemistry calculation of C20H52BeF3NO18S5 as an isolated structure at a distorted geometry, from the OMol25 dataset.

Values from the calculation:
strongest force on any atom	0.1047	Eh/bohr
LUMO (spin up / spin down)	-2.72 / -4.58	eV
E_tot	-122644.49380	eV
spin multiplicity	2
net charge	+1

Positions of all 100 atoms, in Å:
Be -0.090 1.298 -3.310
N 3.357 1.085 -1.150
H 2.510 0.579 -0.934
H 3.864 1.297 -0.303
H 3.012 1.861 -1.698
H 3.939 0.481 -1.712
C -0.250 -0.309 -0.118
O 0.669 0.228 -1.052
H 0.155 -1.001 0.620
H -0.777 0.485 0.411
H -1.122 -0.795 -0.558
O 5.234 0.824 0.613
S 5.046 0.208 1.947
O 6.128 -0.537 2.554
O 4.477 1.426 3.008
C 5.213 2.612 3.090
C 4.359 3.844 3.307
C 3.574 -0.860 1.858
H 5.822 2.808 2.208
H 5.895 2.540 3.938
H 3.805 3.683 4.232
H 3.675 4.044 2.482
H 4.988 4.730 3.393
H 3.801 -1.654 1.146
H 2.740 -0.303 1.432
H 3.370 -1.250 2.856
O -2.489 0.421 -3.134
S -3.906 0.303 -3.529
O -4.496 -1.052 -3.684
O -4.806 1.084 -2.410
C -4.169 2.041 -1.583
C -3.770 1.347 -0.226
C -4.315 1.360 -5.047
H -4.753 2.960 -1.605
H -3.270 2.360 -2.111
H -3.214 0.443 -0.477
H -4.611 0.958 0.348
H -3.104 1.977 0.364
H -5.364 1.141 -5.249
H -3.706 0.901 -5.825
H -4.086 2.416 -4.903
O 1.683 -2.088 -5.896
S 0.863 -2.128 -4.683
O -0.071 -1.033 -4.397
O 0.121 -3.638 -4.483
C 0.774 -4.844 -4.861
C 0.161 -6.008 -4.146
C 1.963 -2.183 -3.257
H 1.845 -4.818 -4.661
H 0.639 -4.944 -5.938
H -0.926 -6.028 -4.221
H 0.310 -5.940 -3.068
H 0.576 -6.983 -4.404
H 2.529 -3.114 -3.306
H 1.263 -2.127 -2.424
H 2.599 -1.299 -3.205
O -0.995 3.056 -1.418
S -0.569 4.223 -0.632
O 0.184 5.305 -1.198
O -1.861 4.901 0.220
C -1.647 6.079 0.840
C -3.010 6.567 1.429
C 0.475 3.700 0.725
H -1.268 6.867 0.189
H -0.916 6.023 1.647
H -3.539 5.780 1.967
H -3.640 6.902 0.606
H -2.860 7.379 2.141
H -0.121 3.550 1.625
H 1.225 4.483 0.827
H 0.893 2.786 0.302
O 1.124 0.041 6.027
S 0.630 -0.232 4.711
O 1.246 -1.326 3.937
O -1.054 -0.441 4.780
C -1.589 -1.197 3.761
C -3.073 -1.093 4.039
C 0.711 1.342 3.770
H -1.215 -2.221 3.767
H -1.307 -0.667 2.852
H -3.673 -1.421 3.190
H -3.391 -0.072 4.247
H -3.322 -1.686 4.919
H -0.020 2.064 4.136
H 0.581 1.235 2.693
H 1.696 1.797 3.869
C -2.394 -5.288 0.470
C -1.705 -4.085 1.117
O -0.280 -4.197 0.953
C 0.335 -4.006 -0.252
O -0.284 -3.988 -1.336
C 1.849 -4.205 -0.227
F 2.481 -3.018 -0.034
F 2.063 -5.017 0.820
F 2.273 -4.816 -1.349
H -2.162 -5.224 -0.593
H -3.467 -5.188 0.634
H -2.109 -6.301 0.752
H -1.960 -4.064 2.176
H -1.999 -3.138 0.663